<P>
C6H9P in the gas phase, computed with the ωB97M-V functional and the def2-TZVPD basis.

Properties
E_HOMO (alpha / beta) = -7.21 / -7.94 eV

Each line ends with the natural charge from an NBO analysis.
Positions of all 16 atoms, in Å:
C  0.353  -0.197  0.580  -0.166
C  -0.377  0.144  -0.587  -0.248
C  -0.109  -0.044  1.866  -0.440
C  0.092  0.019  -1.841  -0.111
C  0.797  -0.412  3.015  -0.640
C  -0.661  0.406  -3.062  -0.646
P  -1.705  0.533  2.267  0.345
H  1.353  -0.591  0.440  0.194
H  -1.373  0.547  -0.429  0.205
H  1.084  -0.385  -2.002  0.189
H  0.437  0.013  3.950  0.222
H  1.808  -0.049  2.830  0.217
H  0.839  -1.495  3.127  0.223
H  -0.768  -0.450  -3.730  0.221
H  -0.119  1.177  -3.610  0.221
H  -1.649  0.784  -2.811  0.214

---

<Q>
C6H9P in the gas phase, computed with the ωB97M-V functional and the def2-TZVPD basis.

Properties
E_HOMO = -8.01 eV
SMILES = C=C=[P@H]1C[C@H]1C=C

Each line ends with the natural charge from an NBO analysis.
Positions of all 16 atoms, in Å:
C  -3.076  -0.620  -0.154  -0.482
C  -1.754  -0.615  0.183  -0.522
P  -0.874  0.927  -0.181  1.020
C  0.589  1.289  0.864  -0.656
C  0.893  0.609  -0.453  -0.513
C  1.616  -0.690  -0.495  -0.165
C  1.832  -1.546  0.476  -0.409
H  -3.611  -1.585  0.093  0.191
H  -3.891  0.099  -0.354  0.185
H  -1.074  2.049  -1.174  -0.017
H  1.046  2.259  0.884  0.250
H  0.889  0.532  1.613  0.259
H  1.281  1.210  -1.214  0.229
H  2.049  -0.780  -1.526  0.200
H  2.468  -2.387  0.163  0.223
H  1.311  -1.351  1.411  0.207

---

<P> (0.1010 hartree below the next structure)

---

<P>
A molecular structure, C20H22BrN2O3RhSe3Te, computed with the ωB97M-V functional and the def2-TZVPD basis.

Properties
E_HOMO (alpha / beta) = -6.97 / -6.97 eV

Each line ends with the natural charge from an NBO analysis.
Positions of all 53 atoms, in Å:
Rh  0.845  1.241  -0.413  0.683
O  3.152  -2.497  -1.556  -0.707
C  2.595  -2.985  -0.418  0.394
C  3.312  -3.925  0.312  -0.293
C  2.786  -4.441  1.484  -0.187
C  1.548  -4.016  1.943  -0.251
C  0.830  -3.085  1.208  -0.185
C  1.328  -2.571  0.019  -0.164
C  0.565  -1.593  -0.864  0.238
O  1.354  -0.545  -1.288  -0.850
N  -0.603  -1.059  -0.135  -0.450
N  -0.960  0.207  -0.511  -0.199
C  -2.198  0.528  -0.442  0.024
C  -2.749  1.803  -0.846  -0.125
Br  -1.605  2.958  -1.815  0.101
C  -4.015  2.177  -0.625  -0.167
C  -5.073  1.371  0.008  -0.004
C  -5.815  1.929  1.050  -0.213
C  -6.823  1.204  1.662  -0.198
C  -7.122  -0.080  1.228  -0.201
C  -6.415  -0.631  0.170  -0.208
C  -5.399  0.090  -0.439  -0.228
H  2.674  -1.663  -1.761  0.509
H  4.284  -4.230  -0.053  0.221
H  3.353  -5.170  2.049  0.213
H  1.145  -4.402  2.871  0.212
H  -0.127  -2.743  1.584  0.207
H  0.191  -2.146  -1.748  0.151
H  -1.385  -1.695  -0.037  0.370
H  -2.905  -0.210  -0.076  0.205
H  -4.293  3.183  -0.918  0.232
H  -5.586  2.932  1.388  0.220
H  -7.380  1.644  2.479  0.221
H  -7.915  -0.643  1.703  0.220
H  -6.663  -1.620  -0.192  0.220
H  -4.880  -0.328  -1.293  0.213
Se  0.712  0.753  1.892  -0.077
Se  1.475  2.766  2.945  -0.231
Te  0.698  3.866  0.780  0.530
Se  2.626  5.029  -0.022  -0.627
C  4.705  1.211  -1.778  -0.431
C  5.108  1.416  -0.318  -0.432
C  3.801  1.187  0.407  -0.069
O  2.812  1.783  -0.484  -0.538
C  3.343  1.880  -1.837  -0.082
H  4.619  0.145  -1.996  0.216
H  5.402  1.657  -2.485  0.227
H  5.453  2.437  -0.149  0.221
H  5.877  0.718  0.009  0.228
H  3.713  1.708  1.357  0.226
H  3.560  0.129  0.523  0.199
H  3.399  2.945  -2.062  0.218
H  2.644  1.382  -2.512  0.198

---

<Q>
A molecular structure, C20H22BrN2O3RhSe3Te, computed with the ωB97M-V functional and the def2-TZVPD basis.

Properties
E_HOMO = -7.26 eV

Each line ends with the natural charge from an NBO analysis.
Positions of all 53 atoms, in Å:
Rh  -0.090  -0.510  -1.245  0.430
O  2.281  2.992  -2.282  -0.673
C  2.592  3.366  -1.034  0.353
C  3.075  4.664  -0.849  -0.264
C  3.467  5.101  0.398  -0.176
C  3.412  4.248  1.498  -0.273
C  2.939  2.963  1.317  -0.136
C  2.490  2.516  0.075  -0.204
C  1.961  1.110  -0.039  0.246
O  1.571  0.682  -1.238  -0.773
N  0.810  0.911  0.996  -0.176
N  -0.035  -0.003  0.820  -0.036
C  -0.734  -0.444  1.951  -0.208
C  -1.406  -1.575  1.920  0.225
Br  -2.260  -1.704  -1.322  -0.489
C  -2.045  -2.702  1.936  -0.227
C  -1.474  -4.038  2.179  -0.001
C  -2.344  -5.117  2.300  -0.204
C  -1.843  -6.390  2.522  -0.208
C  -0.473  -6.589  2.611  -0.194
C  0.397  -5.514  2.480  -0.189
C  -0.099  -4.239  2.268  -0.228
H  2.015  2.046  -2.245  0.521
H  3.144  5.305  -1.718  0.228
H  3.841  6.109  0.515  0.217
H  3.752  4.576  2.470  0.216
H  2.943  2.276  2.159  0.188
H  2.643  0.388  0.476  0.233
H  0.982  1.248  1.948  0.389
H  -0.616  0.137  2.862  0.212
H  -3.103  -2.639  1.694  0.271
H  -3.412  -4.959  2.215  0.214
H  -2.522  -7.227  2.615  0.219
H  -0.082  -7.584  2.774  0.218
H  1.467  -5.665  2.531  0.225
H  0.590  -3.412  2.145  0.240
Se  0.183  -0.915  -3.616  -0.146
Se  2.321  -1.889  -3.237  -0.168
Te  1.236  -2.638  -1.057  0.785
Se  2.738  -2.152  0.772  -0.703
C  -3.427  2.021  -2.351  -0.436
C  -2.367  2.242  -3.448  -0.430
C  -1.065  2.355  -2.670  -0.071
O  -1.262  1.481  -1.549  -0.590
C  -2.598  1.739  -1.092  -0.076
H  -4.069  1.175  -2.590  0.226
H  -4.059  2.897  -2.210  0.209
H  -2.560  3.123  -4.059  0.218
H  -2.316  1.375  -4.107  0.218
H  -0.889  3.369  -2.298  0.174
H  -0.198  2.011  -3.221  0.222
H  -2.567  2.614  -0.432  0.167
H  -2.932  0.867  -0.538  0.218

---

<Q> (0.0098 hartree below the next structure)

---

<P>
2 unconnected molecules or ions with the total composition C4H4N2O2, computed with the ωB97M-V functional and the def2-TZVPD basis.

Properties
E_HOMO = -9.48 eV

Each line ends with the natural charge from an NBO analysis.
Positions of all 12 atoms, in Å:
C  0.368  0.744  0.124  -0.592
C  -1.354  0.141  0.471  0.651
C  0.905  -0.535  0.303  0.835
N  -1.911  -0.618  -0.491  -0.838
C  2.666  0.509  -0.124  -0.137
O  -1.924  0.573  1.438  -0.577
O  0.893  -1.702  0.306  -0.374
N  3.745  0.235  -0.458  -0.415
H  -1.337  -1.104  -1.166  0.402
H  -2.910  -0.785  -0.474  0.418
H  0.347  1.122  -0.890  0.311
H  0.512  1.418  0.961  0.314

---

<Q>
C4H4N2O2 in the gas phase, computed with the ωB97M-V functional and the def2-TZVPD basis.

Properties
E_HOMO = -9.13 eV
SMILES = [H]/N=c1/cc(O)cno1

Each line ends with the natural charge from an NBO analysis.
Positions of all 12 atoms, in Å:
H  1.888  1.008  2.197  0.341
N  0.974  0.621  2.359  -0.652
C  0.694  0.272  1.154  0.470
C  -0.602  -0.093  0.767  -0.299
C  -0.887  -0.240  -0.549  0.272
O  -2.194  -0.212  -0.924  -0.612
C  0.315  -0.557  -1.325  -0.096
N  1.478  -0.066  -1.206  0.017
O  1.655  0.310  0.111  -0.382
H  -1.511  0.244  1.465  0.249
H  -2.064  -0.824  -1.678  0.482
H  0.253  -0.465  -2.373  0.210

---

<R>
C4H4N2O2 in the gas phase, computed with the ωB97M-V functional and the def2-TZVPD basis.

Properties
E_HOMO = -9.92 eV
SMILES = C=N/N=C/C(=O)C=O

Each line ends with the natural charge from an NBO analysis.
Positions of all 12 atoms, in Å:
C  -1.818  -1.444  -2.520  -0.075
N  -1.510  -1.494  -1.171  -0.283
N  -0.352  -0.661  -0.876  -0.270
C  -0.177  -0.454  0.383  0.038
C  0.974  0.327  0.883  0.384
O  2.071  -0.241  0.652  -0.441
C  0.988  1.734  1.278  0.335
O  -0.076  2.208  1.601  -0.458
H  -1.183  -1.056  -3.521  0.211
H  -2.765  -2.014  -2.656  0.194
H  -0.725  -1.011  1.250  0.200
H  1.939  2.445  1.085  0.164

---

<P> (0.0109 hartree below the next structure)